Record 1
Entry from the Open Molecules 2025 dataset: a 19-piece molecular cluster, H38O19 overall in a non-equilibrium geometry (ωB97M-V/def2-TZVPD).

Results
energy above the lowest of the compared OMol25 structures with the same formula, charge and spin	5.6019	eV
DFT total energy	-39517.2971	eV
HOMO	-0.3661	hartree
lowest unoccupied orbital energy	-0.013	Ha
spin multiplicity	1

Each line ends with the natural charge from an NBO analysis.
Positions of all 57 atoms, in Å:
O (0.376, 3.417, -2.385)  -0.98
H (-0.542, 3.338, -2.259)  0.49
H (0.738, 3.327, -3.256)  0.49
O (-4.038, -1.714, 0.246)  -0.97
H (-4.078, -2.414, -0.426)  0.47
H (-4.758, -1.184, -0.142)  0.50
O (-2.983, -3.804, 2.583)  -0.93
H (-3.026, -3.391, 1.712)  0.45
H (-2.014, -4.030, 2.587)  0.49
O (0.074, 0.909, 2.561)  -0.97
H (-0.808, 0.460, 2.718)  0.49
H (0.365, 1.072, 3.480)  0.49
O (3.070, 0.990, 3.094)  -1.00
H (2.686, 0.614, 2.301)  0.52
H (3.372, 0.393, 3.766)  0.49
O (4.794, -0.282, -0.492)  -0.95
H (5.066, 0.557, -0.890)  0.49
H (3.870, -0.331, -0.803)  0.45
O (-2.351, -0.900, -4.003)  -0.95
H (-2.292, -0.117, -4.550)  0.47
H (-1.642, -1.437, -4.393)  0.48
O (-2.500, 4.105, -1.225)  -0.96
H (-3.091, 4.256, -0.493)  0.48
H (-1.768, 4.743, -1.160)  0.48
O (3.791, 2.547, 0.846)  -0.99
H (2.889, 2.534, 0.490)  0.47
H (3.801, 1.995, 1.626)  0.50
O (0.167, 3.474, 2.663)  -0.93
H (0.959, 4.019, 2.778)  0.47
H (-0.493, 4.136, 2.330)  0.46
O (-4.290, -0.967, -2.310)  -0.97
H (-4.125, -0.151, -2.768)  0.49
H (-3.864, -1.715, -2.693)  0.49
O (-3.180, -0.858, 2.948)  -0.96
H (-3.638, -1.536, 3.428)  0.48
H (-3.223, -1.140, 2.047)  0.48
O (-0.374, -3.124, -1.720)  -0.97
H (-0.547, -3.339, -2.623)  0.47
H (-0.642, -2.235, -1.503)  0.50
O (0.772, -0.668, -1.399)  -1.00
H (1.625, -0.893, -1.746)  0.47
H (0.651, 0.302, -1.309)  0.51
O (4.325, 2.212, -1.835)  -1.03
H (3.692, 1.945, -2.474)  0.50
H (4.308, 2.741, -1.051)  0.53
O (-0.946, -3.242, 0.980)  -0.97
H (-1.165, -3.423, 0.086)  0.50
H (-1.678, -2.676, 1.306)  0.47
O (1.588, -3.342, 0.169)  -0.94
H (1.140, -4.125, 0.470)  0.47
H (0.895, -2.705, 0.308)  0.47
O (2.004, -0.701, 0.746)  -0.95
H (2.365, -1.305, 0.095)  0.49
H (1.226, -1.120, 1.093)  0.47
O (1.295, 1.369, -0.142)  -0.97
H (0.947, 1.079, 0.711)  0.52
H (1.205, 2.336, -0.118)  0.47


Record 2
Entry from the Open Molecules 2025 dataset: a 12-piece molecular cluster, C31H49N13O2 overall in a non-equilibrium geometry (ωB97M-V/def2-TZVPD).

Results
DFT total energy	-56400.5181	eV
HOMO	-0.2856	hartree
lowest unoccupied orbital energy	-0.002	Ha
spin multiplicity	1

Each line ends with the Mulliken charge.
Positions of all 95 atoms, in Å:
C (5.261, 3.720, -3.257)  -0.94
C (4.073, 3.568, -4.247)  0.13
O (4.530, 2.999, -5.485)  -0.59
C (2.984, 2.701, -3.577)  -0.85
C (2.014, 3.465, -2.648)  1.43
C (1.640, 4.927, -2.997)  -0.97
N (0.710, 4.795, -4.158)  -0.40
C (0.217, 3.440, -4.142)  0.22
O (-0.311, 2.918, -5.077)  -0.60
C (0.571, 2.882, -2.745)  -0.69
H (5.355, 2.857, -2.590)  -0.14
H (6.221, 3.845, -3.770)  0.43
H (5.034, 4.621, -2.672)  0.29
H (3.756, 4.593, -4.482)  0.44
H (4.177, 3.536, -6.196)  0.35
H (2.462, 2.079, -4.322)  0.31
H (3.516, 1.978, -2.940)  0.30
H (2.289, 3.394, -1.589)  -0.60
H (2.448, 5.609, -3.285)  0.41
H (1.183, 5.401, -2.116)  0.31
H (1.379, 4.729, -4.929)  0.34
H (0.450, 1.798, -2.620)  0.35
H (-0.111, 3.390, -2.042)  0.38
C (-1.865, -0.037, -0.652)  -0.54
C (-0.465, 0.360, -0.796)  0.54
N (0.631, 0.668, -0.910)  -0.53
H (-2.293, 0.435, 0.232)  0.11
H (-2.429, 0.270, -1.532)  0.29
H (-1.932, -1.119, -0.535)  0.08
C (3.003, 3.082, 1.657)  -0.81
C (3.697, 3.949, 0.697)  0.48
N (4.214, 4.636, -0.056)  -0.45
H (3.729, 2.517, 2.236)  0.36
H (2.400, 3.688, 2.331)  0.34
H (2.353, 2.388, 1.124)  0.14
C (6.265, 0.538, -0.593)  -0.68
C (6.060, 1.238, 0.677)  0.45
N (5.901, 1.784, 1.668)  -0.46
H (7.174, -0.059, -0.543)  0.32
H (5.418, -0.116, -0.795)  0.26
H (6.358, 1.261, -1.401)  0.09
C (0.092, -3.892, 0.244)  -0.02
C (-1.275, -3.324, 0.349)  0.43
N (-2.330, -2.887, 0.397)  -0.61
H (0.182, -4.499, -0.651)  -0.12
H (0.822, -3.085, 0.194)  0.34
H (0.342, -4.534, 1.103)  -0.11
C (-3.238, -4.456, 3.729)  -1.01
C (-1.834, -4.046, 3.572)  0.43
N (-0.711, -3.733, 3.452)  -0.30
H (-3.677, -3.936, 4.581)  0.28
H (-3.794, -4.196, 2.830)  0.29
H (-3.312, -5.528, 3.892)  0.31
C (-2.069, 0.045, 4.012)  -0.53
C (-2.232, 1.198, 3.122)  0.36
N (-2.360, 2.091, 2.419)  -0.45
H (-2.935, -0.609, 3.930)  0.02
H (-1.175, -0.513, 3.738)  0.26
H (-1.975, 0.386, 5.042)  0.34
C (-3.462, 3.606, -5.844)  -0.58
C (-4.815, 4.166, -5.747)  0.23
N (-5.868, 4.601, -5.671)  -0.35
H (-3.375, 3.003, -6.745)  0.28
H (-2.730, 4.410, -5.883)  0.24
H (-3.256, 2.982, -4.977)  0.17
C (-4.309, 5.199, 3.322)  -0.63
C (-4.501, 5.875, 4.609)  0.28
N (-4.650, 6.399, 5.613)  -0.35
H (-3.385, 4.624, 3.339)  0.17
H (-5.142, 4.526, 3.130)  0.25
H (-4.256, 5.935, 2.522)  0.27
C (0.604, -5.677, -3.821)  -0.83
C (1.506, -5.520, -2.676)  0.43
N (2.209, -5.397, -1.784)  -0.41
H (1.184, -5.769, -4.737)  0.32
H (-0.003, -6.571, -3.692)  0.27
H (-0.049, -4.810, -3.898)  0.28
C (-2.082, -8.516, 1.676)  -0.73
C (-3.212, -7.637, 1.994)  0.39
N (-4.089, -6.950, 2.241)  -0.42
H (-1.146, -7.978, 1.818)  0.20
H (-2.096, -9.386, 2.330)  0.28
H (-2.152, -8.846, 0.642)  0.28
C (-5.616, -0.518, 6.654)  -0.80
C (-5.607, -0.436, 5.190)  0.38
N (-5.600, -0.371, 4.049)  -0.40
H (-6.616, -0.766, 7.003)  0.32
H (-4.921, -1.288, 6.984)  0.26
H (-5.317, 0.439, 7.078)  0.27
C (3.161, -5.585, 3.001)  -1.05
C (1.777, -5.129, 3.194)  0.49
N (0.708, -4.720, 3.346)  -0.24
H (3.236, -6.138, 2.067)  0.30
H (3.839, -4.732, 2.966)  0.27
H (3.448, -6.235, 3.826)  0.32


Record 3
Entry from the Open Molecules 2025 dataset: C41H35BeClN2Si2 as an isolated structure in a non-equilibrium geometry (ωB97M-V/def2-TZVPD).

Results
energy above the lowest of the compared OMol25 structures with the same formula, charge and spin	2.6984	eV
DFT total energy	-74742.8100	eV
HOMO (alpha / beta)	-0.1796 / -0.2169	hartree
lowest unoccupied orbital energy (alpha / beta)	-0.019 / -0.020	Ha
spin multiplicity	1

Each line ends with the Mulliken charge.
Positions of all 82 atoms, in Å:
C (3.799, 2.543, 2.107)  -0.21
C (3.694, 1.278, 1.375)  -0.43
C (3.199, 1.598, 0.063)  -0.59
H (4.174, 0.341, 1.664)  0.86
C (3.018, 2.995, -0.020)  -0.27
C (3.395, 3.584, 1.200)  -1.53
H (3.474, 4.656, 1.393)  0.43
H (4.354, 2.676, 3.036)  0.67
H (3.119, 0.894, -0.767)  0.65
H (2.699, 3.535, -0.916)  0.50
Be (2.219, 1.668, 2.380)  -0.73
Si (-0.637, -1.392, -3.223)  0.65
C (-1.636, -3.079, -2.946)  0.16
C (-3.023, -3.185, -2.713)  -0.05
H (-3.629, -2.286, -2.577)  0.41
C (-3.659, -4.434, -2.660)  -0.63
H (-4.735, -4.496, -2.509)  0.40
C (-2.928, -5.608, -2.840)  -0.46
H (-3.427, -6.581, -2.848)  0.38
C (-1.555, -5.510, -3.052)  -0.61
H (-0.971, -6.417, -3.198)  0.41
C (-0.918, -4.265, -3.100)  -0.52
H (0.158, -4.220, -3.256)  0.32
C (-1.949, -0.534, -4.231)  0.38
C (-2.229, -1.134, -5.468)  -0.46
H (-1.743, -2.069, -5.732)  0.31
C (-3.132, -0.561, -6.364)  -0.67
H (-3.301, -1.022, -7.336)  0.39
C (-3.816, 0.616, -6.036)  -0.47
H (-4.492, 1.084, -6.752)  0.37
C (-3.616, 1.158, -4.773)  -0.72
H (-4.168, 2.047, -4.483)  0.40
C (-2.729, 0.574, -3.859)  0.25
H (-2.661, 0.983, -2.847)  0.29
H (0.619, -1.784, -3.906)  -0.34
Si (-1.652, -0.500, -0.007)  0.01
C (-0.686, 0.642, -1.410)  0.67
C (0.555, 0.406, -2.136)  0.07
H (1.214, -0.475, -2.013)  0.60
C (1.163, 1.441, -2.916)  -0.61
H (2.090, 1.225, -3.480)  0.39
C (0.633, 2.730, -2.936)  -0.70
H (1.069, 3.504, -3.577)  0.45
C (-0.416, 3.035, -2.063)  -0.68
H (-0.799, 4.061, -2.011)  0.40
C (-0.988, 2.016, -1.270)  -0.98
H (-1.693, 2.350, -0.501)  0.33
C (-0.306, -1.940, 0.023)  0.39
C (1.073, -1.661, 0.178)  0.16
H (1.426, -0.626, 0.193)  0.10
C (2.054, -2.663, 0.275)  -0.72
H (3.121, -2.399, 0.384)  0.43
C (1.656, -4.008, 0.262)  -0.64
H (2.405, -4.801, 0.338)  0.40
C (0.294, -4.322, 0.206)  -0.55
H (-0.021, -5.375, 0.207)  0.39
C (-0.660, -3.292, 0.105)  -0.31
H (-1.710, -3.583, 0.037)  0.31
H (-2.881, -0.445, 0.829)  -0.12
Cl (-0.754, 0.578, 1.639)  -0.12
C (-0.593, 4.607, 3.146)  -1.09
C (0.271, 3.832, 2.372)  0.00
N (0.919, 2.756, 2.870)  0.26
C (0.680, 2.414, 4.170)  0.01
C (-0.170, 3.149, 5.021)  0.76
C (-0.803, 4.276, 4.471)  -0.68
C (-0.345, 2.651, 6.350)  -0.83
C (0.272, 1.505, 6.783)  -0.81
C (1.129, 0.746, 5.926)  0.81
C (1.774, -0.458, 6.244)  -0.79
C (2.532, -1.099, 5.281)  -0.92
C (2.693, -0.561, 4.002)  0.06
N (2.089, 0.596, 3.676)  0.74
C (1.315, 1.224, 4.613)  0.15
H (-1.062, 5.478, 2.686)  0.40
H (0.465, 4.063, 1.331)  0.49
H (-1.467, 4.858, 5.098)  0.42
H (-0.982, 3.212, 7.033)  0.37
H (0.143, 1.135, 7.804)  0.38
H (1.635, -0.884, 7.239)  0.40
H (3.047, -2.028, 5.488)  0.39
H (3.307, -1.020, 3.230)  0.27


Record 4
Entry from the Open Molecules 2025 dataset: an isolated ion of composition C2H2N2OP and charge +1 in a non-equilibrium geometry (ωB97M-V/def2-TZVPD).

Results
net charge	+1
energy above the lowest of the compared OMol25 structures with the same formula, charge and spin	4.0766	eV
structure (SMILES)	O=[N+]1N=CC=P1
DFT total energy	-16408.3518	eV
HOMO (alpha / beta)	-0.5927 / -0.5925	hartree
lowest unoccupied orbital energy (alpha / beta)	-0.352 / -0.352	Ha
spin multiplicity	1

Each line ends with the natural charge from an NBO analysis.
Positions of all 8 atoms, in Å:
O (-0.557, -3.890, -1.451)  -0.13
N (-0.233, -2.513, -1.041)  0.06
N (-1.088, -1.664, -0.844)  -0.18
C (-0.581, -0.544, -0.304)  0.21
C (0.730, -0.581, 0.030)  -0.70
P (1.534, -2.044, -0.481)  1.18
H (-1.115, 0.389, -0.121)  0.27
H (1.191, 0.235, 0.396)  0.28


Record 5
Entry from the Open Molecules 2025 dataset: an isolated ion of composition C7H13N2O and charge +1 in a non-equilibrium geometry (ωB97M-V/def2-TZVPD).

Results
net charge	+1
energy above the lowest of the compared OMol25 structures with the same formula, charge and spin	5.1265	eV
DFT total energy	-12486.9114	eV
HOMO	-0.4500	hartree
lowest unoccupied orbital energy	-0.152	Ha
spin multiplicity	1

Each line ends with the natural charge from an NBO analysis.
Positions of all 23 atoms, in Å:
C (1.292, -2.321, 0.502)  0.35
C (-0.410, 2.081, -0.829)  -0.42
C (-1.600, 1.141, -0.997)  -0.22
C (0.660, -0.971, 1.238)  -0.29
C (0.722, 1.203, -0.426)  -0.30
C (-0.025, 0.069, 0.373)  0.52
C (1.428, 0.437, -1.561)  -0.62
N (-0.352, -1.486, 2.146)  -0.85
N (-1.238, 0.049, -0.084)  -0.47
O (0.892, -3.341, 0.986)  -0.58
H (-0.469, 2.705, -1.832)  0.27
H (-0.739, 2.700, 0.046)  0.23
H (-2.550, 1.490, -0.703)  0.23
H (-1.656, 0.716, -2.049)  0.23
H (1.388, -0.342, 1.717)  0.26
H (1.478, 1.771, 0.097)  0.26
H (2.442, 0.657, -1.789)  0.25
H (0.816, 0.711, -2.427)  0.22
H (1.307, -0.780, -1.377)  0.24
H (-1.298, -1.533, 1.916)  0.37
H (-0.411, -1.034, 3.035)  0.40
H (-1.932, -0.655, 0.181)  0.43
H (0.253, -3.265, 1.837)  0.49


Record 6
Entry from the Open Molecules 2025 dataset: an isolated ion of composition C3H7O2 and charge +1 in a non-equilibrium geometry (ωB97M-V/def2-TZVPD).

Results
net charge	+1
energy above the lowest of the compared OMol25 structures with the same formula, charge and spin	1.3149	eV
DFT total energy	-7309.8408	eV
HOMO	-0.6169	hartree
lowest unoccupied orbital energy	-0.195	Ha
spin multiplicity	1

Each line ends with the natural charge from an NBO analysis.
Positions of all 12 atoms, in Å:
C (-0.120, 0.790, 0.052)  0.73
C (-2.138, -0.570, 0.027)  -0.32
C (2.076, 0.128, -0.060)  -0.32
O (-1.466, 0.663, 0.033)  -0.40
O (0.648, -0.209, -0.023)  -0.38
H (0.375, 1.748, 0.353)  0.22
H (-3.132, -0.465, -0.661)  0.27
H (-2.202, -1.075, 1.019)  0.24
H (-1.524, -1.384, -0.493)  0.21
H (2.717, -0.355, 0.787)  0.26
H (2.439, -0.530, -0.913)  0.25
H (2.327, 1.258, -0.122)  0.23


Please write out number 5 again, unchanged.
Entry from the Open Molecules 2025 dataset: an isolated ion of composition C7H13N2O and charge +1 in a non-equilibrium geometry (ωB97M-V/def2-TZVPD).

Results
net charge	+1
energy above the lowest of the compared OMol25 structures with the same formula, charge and spin	5.1265	eV
DFT total energy	-12486.9114	eV
HOMO	-0.4500	hartree
lowest unoccupied orbital energy	-0.152	Ha
spin multiplicity	1

Each line ends with the natural charge from an NBO analysis.
Positions of all 23 atoms, in Å:
C (1.292, -2.321, 0.502)  0.35
C (-0.410, 2.081, -0.829)  -0.42
C (-1.600, 1.141, -0.997)  -0.22
C (0.660, -0.971, 1.238)  -0.29
C (0.722, 1.203, -0.426)  -0.30
C (-0.025, 0.069, 0.373)  0.52
C (1.428, 0.437, -1.561)  -0.62
N (-0.352, -1.486, 2.146)  -0.85
N (-1.238, 0.049, -0.084)  -0.47
O (0.892, -3.341, 0.986)  -0.58
H (-0.469, 2.705, -1.832)  0.27
H (-0.739, 2.700, 0.046)  0.23
H (-2.550, 1.490, -0.703)  0.23
H (-1.656, 0.716, -2.049)  0.23
H (1.388, -0.342, 1.717)  0.26
H (1.478, 1.771, 0.097)  0.26
H (2.442, 0.657, -1.789)  0.25
H (0.816, 0.711, -2.427)  0.22
H (1.307, -0.780, -1.377)  0.24
H (-1.298, -1.533, 1.916)  0.37
H (-0.411, -1.034, 3.035)  0.40
H (-1.932, -0.655, 0.181)  0.43
H (0.253, -3.265, 1.837)  0.49


> The lowest DFT total energy belongs to which entry?

C41H35BeClN2Si2


> Which of these has the highest DFT total energy?

C3H7O2